(1)
Computed, not measured: an isolated molecule of C4H6N2S2 at a distorted geometry, with ωB97M-V with the def2-TZVPD basis set.

The geometry in XYZ format:
```
14
Properties=species:S:1:pos:R:3:lowdin_charge:R:1
S -3.23 2.14 -1.08 0.667
N -2.01 1.11 -0.31 -0.362
C -0.89 1.04 -0.91 -0.361
N 0.12 0.14 -0.46 -0.451
C 0.01 -0.54 0.75 -0.171
C 1.03 -1.31 1.13 -0.140
C 2.20 -1.18 0.19 -0.376
S 1.63 -0.04 -1.22 0.897
H -4.04 2.18 -0.02 -0.168
H -0.59 1.64 -1.85 0.129
H -0.89 -0.45 1.35 0.114
H 1.12 -1.89 2.05 0.106
H 2.47 -2.14 -0.23 0.060
H 3.07 -0.71 0.62 0.056
```

The structure (SMILES) is S/N=C/N1C=CCS1. As for the spin multiplicity: 1.



(2)
Computed, not measured: the ion C4H6N3 with charge +1 at a distorted geometry, with ωB97M-V with the def2-TZVPD basis set.

The geometry in XYZ format:
```
13
Properties=species:S:1:pos:R:3:lowdin_charge:R:1
C 2.15 1.77 -0.09 0.344
C 1.73 0.47 0.14 -0.405
C 2.46 -0.65 0.10 0.009
N 1.54 -1.60 -0.13 0.115
N 0.32 -1.07 -0.05 -0.082
C -0.63 -2.18 0.33 0.072
N 0.48 0.36 -0.30 0.235
H 3.14 2.05 0.30 0.131
H 1.36 2.29 -0.68 0.134
H 3.44 -0.85 -0.22 0.132
H -1.17 -2.02 1.29 0.116
H -1.43 -2.18 -0.42 0.106
H 0.13 -2.95 0.24 0.094
```

The total charge is +1. The structure (SMILES) is C=C1C=N[N+](C)=N1. As for the spin multiplicity: 1.



(3)
Computed, not measured: the ion C4H6N3 with charge +1 at a distorted geometry, with ωB97M-V with the def2-TZVPD basis set.

The geometry in XYZ format:
```
13
Properties=species:S:1:pos:R:3:lowdin_charge:R:1
C -3.23 0.91 1.30 0.263
C -0.01 -0.51 -0.03 0.073
C 2.29 0.02 -0.40 -0.048
C 0.89 -0.10 -1.03 -0.165
N -2.66 -0.12 1.41 -0.022
N -0.84 -0.91 0.68 0.182
N -1.79 -0.93 1.56 0.024
H -3.98 1.46 0.74 0.106
H 2.84 -0.91 -0.41 0.094
H 2.80 0.60 -1.12 0.076
H 2.22 0.50 0.54 0.079
H 0.42 0.85 -1.37 0.162
H 1.04 -0.87 -1.87 0.177
```

The total charge is +1. As for the spin multiplicity: 1.



(4)
Computed, not measured: the ion C4H6N3 with charge +1 at a distorted geometry, with ωB97M-V with the def2-TZVPD basis set.

The geometry in XYZ format:
```
13
Properties=species:S:1:pos:R:3:lowdin_charge:R:1
C 0.06 1.13 -2.41 0.022
N 0.87 0.79 -1.23 0.052
C 0.46 0.46 -0.05 -0.032
N 0.10 0.38 1.06 0.176
N -0.70 -0.27 1.94 -0.053
C -0.82 -1.74 1.96 0.051
C -0.37 -1.24 3.02 0.085
H 0.65 0.84 -3.19 0.070
H -0.16 2.15 -2.50 0.095
H -0.77 0.50 -2.43 0.088
H 1.85 0.41 -1.33 0.193
H -1.31 -2.29 1.20 0.119
H 0.14 -1.12 3.97 0.134
```

The total charge is +1. The structure (SMILES) is C[NH+]=C=NN1C=C1. As for the spin multiplicity: 1.



| no. | E_tot (a.u.) |
| --- | --- |
| 1 | -1061.827987 |
| 2 | -319.823489 |
| 3 | -319.816875 |
| 4 | -319.805682 |